C37H40F6N5O | wB97M-V/def2-TZVPD

Values from the calculation:
Energy relative to the best compared isomer or geometry (same formula, charge and spin) = 0.00 kcal per mole
HOMO level = -0.3360 hartree
2S+1 = 1
Net charge = +1

Positions of all 89 atoms, in Å:
1 H -3.945169 1.844739 -4.153822
2 C -0.414330 -1.546625 3.113716
3 N -6.729940 2.117319 -1.573599
4 H -1.654127 1.295312 1.312408
5 H 2.753248 -3.763077 3.707560
6 C -0.455219 0.901258 -0.359448
7 H -3.852350 1.548839 1.770890
8 H -5.792267 3.360071 -3.899857
9 C 5.265230 -3.751622 3.010429
10 N 0.756605 -2.431474 3.340427
11 H -0.057528 2.508989 -4.284427
12 C 6.573071 -3.588325 2.574789
13 H -7.970959 2.858644 -3.028800
14 C -1.524317 -3.118956 1.536693
15 H -3.588026 -3.634545 1.065860
16 C -4.076402 1.462960 0.708759
17 C 7.482197 -4.785875 2.452281
18 H 4.262787 -0.501436 2.821498
19 O 2.187042 -0.926159 2.390498
20 H -8.367412 1.503200 -0.396735
21 C 3.361023 2.444492 -3.520333
22 C -6.617303 2.177044 0.786201
23 H -6.579416 3.140602 1.319625
24 C 1.875177 1.719583 -1.682751
25 H -0.121987 -0.509835 3.321435
26 N 3.105787 1.915511 -2.213668
27 C 2.109817 2.373064 -4.394016
28 H -6.967384 1.405638 1.490001
29 C -4.800913 1.457906 -3.581003
30 H -7.716707 1.118244 -3.142010
31 C -3.286612 0.956671 -1.554014
32 H -2.519123 -3.505196 -0.311264
33 C -7.208086 2.076066 -2.926840
34 N 3.046371 -2.836076 3.361036
35 C 3.381816 1.000609 -0.052215
36 F 6.033578 1.149257 2.471564
37 H -8.108932 3.264536 -0.474140
38 C -5.307341 1.810752 0.179294
39 C -0.470663 1.716898 -1.530678
40 H -4.122103 -1.417888 1.046559
41 H 0.834813 0.344990 1.264378
42 F 7.636471 -5.175203 1.142211
43 H -2.447339 -0.453222 2.010435
44 H 2.027962 1.348656 -4.783185
45 H 2.235374 3.026883 -5.268727
46 H 4.188084 1.876015 -3.971575
47 H 3.654043 1.603334 0.827420
48 H 4.892961 -4.741334 3.269003
49 C 6.221741 -1.237817 2.321987
50 H -1.774454 -3.519066 2.528548
51 H -1.173864 -1.861791 3.850175
52 H -6.400360 2.064134 -4.922159
53 C -0.909517 -1.721740 1.662496
54 H -1.396631 2.217983 -1.811629
55 H 8.078225 -2.222975 1.855998
56 C -7.593203 2.290308 -0.431837
57 C -2.755968 -3.050517 0.656616
58 F 8.048977 0.297157 2.274661
59 C -5.462712 1.803445 -1.218054
60 H 4.773860 0.712368 -1.764609
61 C 4.394128 -2.649796 3.066880
62 C -1.775301 0.594343 0.473985
63 C 0.796746 2.729321 -3.632807
64 H -4.953963 0.422545 -3.924246
65 H -2.495439 0.574823 -2.203965
66 C 1.949864 1.128146 -0.406366
67 F 7.009342 -5.871705 3.131140
68 H 3.636141 -0.045587 0.162769
69 C -3.162615 -1.587516 0.522020
70 C 2.010085 -1.991232 3.004159
71 C 0.670881 2.025056 -2.305096
72 C -6.058130 2.295223 -3.908762
73 C -4.477590 1.411951 -2.122812
74 F 8.738476 -4.532767 2.930078
75 C 4.903240 -1.369793 2.761657
76 H -0.077733 -1.606305 0.961243
77 H 3.710725 3.487904 -3.448227
78 N -2.023911 -0.741856 1.127062
79 H -0.767497 -3.812685 1.141111
80 C 6.744384 0.116052 1.921910
81 C -3.075142 1.023395 -0.166070
82 H -3.335156 -1.301583 -0.512890
83 H 0.788275 3.823406 -3.481115
84 C 4.153166 1.510728 -1.311494
85 C 7.067038 -2.337538 2.207522
86 F 6.683615 0.293234 0.552220
87 H 4.820056 2.365592 -1.090487
88 H 0.715853 -3.118137 4.096285
89 C 0.792895 0.752062 0.260269

Cartesian forces (eV/Å) of the 2 atoms listed first:
H -0.21 -0.10 0.14
C 0.57 0.34 0.30

***

C37H40N2O2 | wB97M-V/def2-TZVPD

Values from the calculation:
HOMO level = -0.1906 hartree
2S+1 = 1
Net charge = 0

Positions of all 81 atoms, in Å:
1 H 8.212500 0.869957 1.741390
2 C -0.438909 1.647664 -4.744817
3 C -5.094309 -3.760784 0.996349
4 H 7.115751 0.302394 2.979443
5 H -1.418248 2.289257 1.289787
6 C -0.457457 2.973016 -4.320851
7 H -3.632251 -3.409849 2.553088
8 C 0.680506 3.613224 -3.615140
9 H 8.012405 -1.661386 1.782103
10 C 4.718301 -3.782088 0.987606
11 C 2.332202 0.519870 1.365219
12 H -3.543378 3.793717 -5.413072
13 C -6.308185 -3.090814 1.630555
14 H -7.814161 -0.915087 0.236746
15 C -6.357698 1.248667 1.289906
16 H 0.426034 1.035710 -4.568604
17 C -1.521405 1.106873 -5.396386
18 C -0.137239 0.606640 1.331903
19 C -3.855519 1.165275 1.281848
20 H -1.740195 -1.469542 1.443115
21 H -1.599775 4.757166 -4.248533
22 H -7.243944 -3.476808 1.211652
23 C 3.582330 1.174114 1.320720
24 C 4.129394 2.414011 -2.467279
25 H 1.126016 2.309753 1.347693
26 H -1.485345 0.078363 -5.716055
27 H 1.862330 1.823601 -3.633488
28 H -3.483473 1.445551 -6.148852
29 C -5.064160 -0.921134 1.398251
30 H 3.605814 2.247798 1.273657
31 H 4.347266 2.310988 -1.405614
32 C -2.655287 -0.911614 1.401800
33 H -6.339939 -3.288740 2.707313
34 H 1.431053 -1.434822 1.477319
35 H 6.871712 -3.548700 1.208655
36 H 5.014167 2.813949 -2.960672
37 H 5.999868 2.160949 1.812885
38 C 7.244017 0.375150 1.892918
39 H 7.516934 -0.994634 0.233046
40 C -1.590673 3.731579 -4.573904
41 H -0.133560 -0.465093 1.319659
42 H 5.965974 -3.324287 2.697761
43 C -1.379941 1.214197 1.313654
44 N 5.942861 -1.672743 1.421275
45 H -5.103691 -4.842264 1.185201
46 H -8.484905 0.967563 1.740717
47 C 4.755661 -0.938716 1.395557
48 C -3.801771 -3.116221 1.511228
49 O 0.572885 4.794168 -3.308667
50 C 3.442719 -3.110481 1.505199
51 C 2.351393 -0.885844 1.426754
52 N -6.268111 -1.627030 1.443160
53 C 3.514583 -1.610012 1.442414
54 O 3.076094 4.487227 -2.242159
55 C -5.056721 0.491496 1.317423
56 C 5.945475 -3.135371 1.619578
57 H -5.150377 -3.646762 -0.092601
58 C -3.834806 -1.614233 1.436759
59 H 3.260977 -3.405537 2.544696
60 H -6.237174 2.203729 1.814368
61 H 2.566098 -3.458403 0.943979
62 H 6.327869 1.445203 0.251559
63 C -7.571638 -0.952025 1.304231
64 H 4.702516 -4.863115 1.177615
65 H -2.935086 -3.492589 0.953956
66 C -2.615587 0.495727 1.327565
67 H -7.398433 0.382025 2.981394
68 C 1.096378 1.234446 1.347297
69 H -3.861498 2.238250 1.216038
70 C 7.261773 -1.028022 1.297221
71 C -2.673261 3.190236 -5.225558
72 H 4.771837 -3.668945 -0.101379
73 H -6.593138 1.507038 0.251383
74 H -8.344293 -1.564980 1.782232
75 H 3.926402 1.422868 -2.874829
76 C -7.525886 0.453609 1.894196
77 C 1.838167 2.849474 -3.326340
78 C 6.092854 1.199813 1.293526
79 C 4.771806 0.475520 1.331699
80 C 2.978653 3.345708 -2.661499
81 C -2.640165 1.875173 -5.637973

Cartesian forces (eV/Å) of the 2 atoms listed first:
H -0.27 -0.12 -0.14
C 0.09 0.23 0.13